Below is a structure of composition C21H31Br6CaFNaO7SSi2 at a distorted geometry, with properties calculated with ωB97M-V/def2-TZVPD.

Values from the calculation:
net charge: +1
spin multiplicity: 1
maximum force: 5.32 eV/Å
highest occupied orbital energy: -0.308 Ha

Cartesian coordinates (Å):
O 7.44 1.46 2.17
C 6.85 0.65 1.51
C 7.62 -0.53 1.02
C 7.06 -1.53 0.34
C 5.60 -1.47 0.08
O 5.05 -2.43 -0.40
C 4.78 -0.27 0.44
C 3.44 -0.24 0.10
C 2.71 0.86 0.49
C 1.24 0.89 0.14
C 0.34 1.26 1.32
C 0.44 0.28 2.51
F 0.87 -0.95 2.11
C 3.30 1.89 1.23
C 4.62 1.87 1.59
C 5.41 0.79 1.18
H 8.67 -0.59 1.25
H 7.65 -2.39 0.04
H 2.98 -1.05 -0.45
H 0.95 -0.12 -0.15
H 1.01 1.53 -0.71
H -0.70 1.20 0.90
H 0.57 2.29 1.70
H -0.58 0.12 2.89
H 1.02 0.67 3.34
H 2.68 2.73 1.53
H 5.06 2.66 2.17
O -4.91 -0.48 1.23
Si -6.33 0.15 0.65
C -7.73 -0.18 1.84
C -6.75 -0.62 -1.00
C -6.17 2.00 0.42
Si -4.27 -1.93 1.67
C -2.50 -1.73 2.25
C -4.28 -3.11 0.22
C -5.26 -2.69 3.06
H -7.93 -1.25 1.91
H -8.64 0.32 1.50
H -7.49 0.19 2.84
H -5.91 -0.51 -1.70
H -7.62 -0.13 -1.43
H -6.97 -1.68 -0.89
H -5.37 2.22 -0.29
H -5.94 2.48 1.37
H -7.10 2.42 0.03
H -1.87 -1.31 1.46
H -2.09 -2.69 2.54
H -2.45 -1.06 3.12
H -5.30 -3.36 -0.07
H -3.76 -4.04 0.48
H -3.77 -2.67 -0.64
H -6.27 -2.94 2.73
H -5.35 -1.99 3.90
H -4.78 -3.60 3.42
Ca -1.61 2.79 1.66
C 5.70 2.67 -2.60
Br 6.35 4.39 -2.08
Br 5.56 1.47 -1.04
Br 4.00 2.76 -3.51
H 6.42 2.25 -3.31
C -5.51 -0.56 -5.25
Br -4.91 1.01 -4.31
Br -4.77 -2.17 -4.49
Br -7.42 -0.64 -5.36
H -5.13 -0.49 -6.26
O 8.71 0.19 -3.19
S 8.63 1.38 -4.06
O 7.29 1.45 -4.68
O 9.64 1.33 -5.12
O 8.83 2.60 -3.25
Na 8.94 -1.81 -2.13

Atomic partial charges in e from the Löwdin method, atoms 1 to 2: number 1, O, carries 0.153; number 2, C, carries -0.371

---

Below is a structure of composition C26H24CsN3O7S2 at a distorted geometry, with properties calculated with ωB97M-V/def2-TZVPD.

Values from the calculation:
net charge: -2
spin multiplicity: 1
maximum force: 1.50 eV/Å
highest occupied orbital energy: -0.049 Ha
relative energy (zero: lowest compared OMol25 entry of this formula, charge and spin): 0.0 kcal/mol

Cartesian coordinates (Å):
Cs -0.28 0.34 1.20
C 4.64 1.57 0.21
C 3.64 0.48 0.55
O 2.82 0.61 1.44
N 3.75 -0.64 -0.22
C 2.77 -1.72 -0.24
C 2.19 -1.80 -1.64
C 2.59 -2.66 -2.64
C 2.01 -2.53 -3.90
C 1.05 -1.56 -4.10
C 0.70 -0.74 -3.03
N 1.24 -0.87 -1.83
H 4.41 2.45 0.80
H 4.60 1.82 -0.85
H 5.65 1.24 0.45
H 4.34 -0.56 -1.03
H 1.86 -1.47 0.31
H 3.22 -2.63 0.14
H 3.35 -3.41 -2.45
H 2.31 -3.19 -4.70
H 0.59 -1.42 -5.07
H -0.03 0.06 -3.13
O -0.66 -3.01 3.47
S -0.78 -3.34 2.07
O -0.23 -4.64 1.72
O -0.33 -2.27 1.19
C -2.58 -3.48 1.73
C -2.97 -4.81 1.55
C -4.29 -5.17 1.31
C -5.26 -4.19 1.24
C -4.88 -2.86 1.42
C -3.57 -2.47 1.66
S -3.43 -0.64 1.80
O -2.49 -0.38 2.89
O -4.79 -0.20 2.07
O -2.92 -0.16 0.52
H -2.21 -5.57 1.60
H -4.54 -6.22 1.18
H -6.30 -4.43 1.05
H -5.63 -2.08 1.37
C -2.44 5.45 -1.81
C -1.23 5.77 -2.40
C -0.24 4.82 -2.58
C -0.41 3.47 -2.17
C -1.67 3.17 -1.58
C -2.64 4.13 -1.40
N 0.54 2.51 -2.23
C 1.51 2.48 -3.17
C 1.44 3.06 -4.47
C 2.45 2.87 -5.41
C 3.58 2.12 -5.13
C 3.67 1.53 -3.86
C 2.68 1.71 -2.92
H -3.21 6.20 -1.67
H -1.03 6.79 -2.71
H 0.71 5.11 -3.02
H -1.88 2.15 -1.24
H -3.58 3.84 -0.94
H 0.57 3.64 -4.75
H 2.33 3.33 -6.39
H 4.36 1.98 -5.87
H 4.53 0.92 -3.61
H 2.72 1.22 -1.95

Atomic partial charges in e from the Löwdin method, atoms 1 to 2: number 1, Cs, carries 1.256; number 2, C, carries 0.002

---

Below is the molecule C9H22F5NO6P4S, with properties calculated with ωB97M-V/def2-TZVPD.

Values from the calculation:
spin multiplicity: 1
maximum force: 0.58 eV/Å
highest occupied orbital energy: -0.293 Ha

Cartesian coordinates (Å):
C 3.93 -0.27 1.37
C 3.17 0.52 0.31
N 1.75 0.77 0.69
P 0.33 0.36 -0.14
C -1.17 -0.21 0.81
C -2.08 -1.29 0.21
C -3.24 -0.63 -0.55
S -4.09 -1.83 -1.54
O -4.18 -3.07 -0.84
O -3.60 -1.79 -2.89
O -5.52 -1.11 -1.52
P 1.34 -1.78 -0.33
P 1.28 -2.81 1.58
O 2.29 -3.86 1.57
O -0.22 -3.33 1.87
O 1.54 -1.71 2.73
P -0.54 2.52 0.02
C 0.81 3.63 -0.58
C -0.38 2.79 1.85
C -0.02 0.36 -2.08
F -0.61 -0.79 -2.43
F -0.85 1.36 -2.43
C 1.22 0.56 -2.99
F 1.86 1.67 -2.61
F 2.08 -0.47 -2.91
F 0.84 0.69 -4.27
H 5.00 -0.05 1.31
H 3.80 -1.34 1.25
H 3.57 0.00 2.37
H 3.22 0.01 -0.65
H 3.63 1.50 0.17
H 1.66 1.73 1.00
H -1.78 0.68 0.99
H -0.77 -0.49 1.78
H -1.53 -1.96 -0.45
H -2.48 -1.91 1.00
H -2.88 0.13 -1.24
H -3.97 -0.20 0.13
H -6.10 -1.55 -2.16
H 0.38 -2.56 -0.99
H -0.58 -3.18 2.75
H 0.78 -1.42 3.25
H 0.76 3.72 -1.66
H 1.82 3.32 -0.31
H 0.63 4.62 -0.15
H 0.34 2.16 2.38
H -1.36 2.65 2.32
H -0.08 3.83 2.01

Atomic partial charges in e from the Löwdin method, atoms 1 to 2: number 1, C, carries -0.103; number 2, C, carries -0.341

---

Below is the molecule C5H10N2O2 at a distorted geometry, with properties calculated with ωB97M-V/def2-TZVPD.

Values from the calculation:
spin multiplicity: 1
maximum force: 3.24 eV/Å
highest occupied orbital energy: -0.336 Ha
relative energy (zero: lowest compared OMol25 entry of this formula, charge and spin): 98.1 kcal/mol

Cartesian coordinates (Å):
C 3.19 -0.06 -0.31
C 2.00 -0.51 0.55
C -1.35 -1.28 -0.38
C -2.27 -1.59 0.49
C -0.65 1.03 0.11
H 2.73 0.62 -1.02
H 3.91 0.51 0.28
H 3.64 -0.83 -0.97
H 2.09 -1.52 1.05
H 1.78 0.35 1.26
H -1.28 -1.57 -1.44
H -2.99 -2.40 0.32
H -2.32 -1.10 1.44
H -2.01 2.28 -0.87
H -2.79 0.93 -0.34
N -0.31 -0.34 0.09
N -1.85 1.33 -0.62
O 0.96 -0.66 -0.45
O -0.11 1.96 0.61

Atomic partial charges in e from the Löwdin method, atoms 1 to 2: number 1, C, carries -0.083; number 2, C, carries -0.227